Version i
This record from the OMol25 dataset describes 2 unconnected molecules or ions with the total composition C10H16O. The level of theory is ωB97M-V/def2-TZVPD.

Element x y z (Å)
C 0.9225 1.4550 0.4715
H -2.7792 2.4982 0.5363
C -1.7143 2.2977 0.6215
H 2.0799 -1.8276 -2.4031
H 0.9851 -3.8282 -0.3869
C 1.2414 -2.8042 -0.6901
H -2.2011 -0.3391 2.7710
C -0.0027 0.7581 1.2242
H 1.1908 3.1832 -1.9418
H 0.1537 -1.0016 -1.2342
C 2.0055 -2.8597 -2.0274
H 1.9381 -2.5382 0.0915
O 1.4262 3.2551 -1.0150
C -1.3054 1.1960 1.3822
H 0.2368 -0.1327 1.8005
H -2.2952 1.4037 3.1928
H -0.2571 -1.7202 0.3301
H -0.9587 -2.3719 -1.0106
H 1.5164 -3.5029 -2.7488
C -2.2986 0.6780 2.3847
H -1.2210 3.8824 -0.6370
C 0.4885 2.5590 -0.2535
C -0.0046 -1.9406 -0.7023
C -0.8070 3.0144 -0.1347
H -3.3138 0.6798 1.9845
H 1.9294 1.1321 0.2570
H 3.0443 -3.1258 -1.8625

As for the total charge: 0. The SMILES is Cc1ccc(O)cc1.CCC. The gap between HOMO and LUMO is 9.5631 eV.

Version ii
This record from the OMol25 dataset describes C10H16O in the gas phase. The level of theory is ωB97M-V/def2-TZVPD.

Element x y z (Å)
H 0.2209 -2.5830 0.8754
C 2.5181 -0.0930 -0.0191
H -3.0529 1.8609 0.3060
C -2.3200 1.5317 -0.4412
H 0.4775 1.1398 1.5346
C -0.4408 0.8102 1.0439
C -0.9107 1.8612 0.0438
C -2.5186 0.0660 -0.6759
H -2.6752 -2.3694 -0.9734
C 0.0234 -1.6348 1.3684
H -3.4914 -0.2166 -1.0671
C 3.6594 -0.0682 -0.9728
C -0.1847 -0.5257 0.3273
H 3.3202 -0.2107 -1.9965
H 1.1298 -0.5785 -1.4877
C -1.6409 -0.8780 -0.3810
H 4.1920 0.8792 -0.9053
H -2.5397 2.0798 -1.3619
H 2.7451 0.1166 1.0163
C 1.2369 -0.3810 -0.4246
H -0.8592 -1.7481 1.9958
H 4.3656 -0.8630 -0.7264
O -1.7976 -2.2081 -0.6046
H 0.8726 -1.3921 2.0043
H -0.9075 2.8512 0.5072
H -1.2066 0.6755 1.8116
H -0.2155 1.8783 -0.7970

As for the total charge: 0. The SMILES is C/C=C/[C@@]1(C)CCCC=C1O. The gap between HOMO and LUMO is 9.4360 eV.

Version iii
This record from the OMol25 dataset describes 2 unconnected molecules or ions with the total composition C10H16O. The level of theory is ωB97M-V/def2-TZVPD.

Element x y z (Å)
H -1.0263 -2.4452 -0.2433
H 1.4574 -1.0898 -2.2402
H -3.5856 -2.7111 0.9558
O 1.6102 0.5449 1.7295
C -0.7003 0.4581 2.3018
C 1.9536 -0.2019 -2.5090
H 1.6288 1.3389 2.1324
C 0.3079 -1.0457 0.6395
H -3.8046 -1.4991 -0.1767
H 2.2227 -0.1424 -3.5445
C -3.4422 -1.5858 0.7836
H 1.2401 -1.3317 0.2401
H -4.0471 -0.8660 1.3098
H 0.3219 0.8228 -1.4328
H -2.7953 0.4629 2.3407
C -0.9443 -1.5076 0.3282
C -2.1231 -1.0021 0.9740
H -0.5962 1.1972 3.1320
H 0.8905 1.6463 -2.8347
H 1.4938 2.6871 -0.5764
H 2.3175 1.2212 -0.1203
H 2.9195 -0.1933 -2.2065
H 2.9255 2.2934 -1.4933
C 2.1061 1.8514 -1.0056
C 0.3673 0.0497 1.5424
C 1.2501 1.0436 -1.9588
C -1.9478 0.0039 1.9323

As for the total charge: 0. The SMILES is Cc1ccc(O)cc1.CCC. The gap between HOMO and LUMO is 9.1399 eV.

Which structure loses on stability? version iii does.

Version i
This record from the OMol25 dataset describes 2 unconnected molecules or ions with the total composition C10H16O. The level of theory is ωB97M-V/def2-TZVPD.

Element x y z (Å)
H -3.9333 0.3626 2.3818
H -2.2863 0.4532 2.7014
C 0.9161 -0.8679 -0.8750
H -0.3626 4.9314 -1.7231
C 0.8869 -1.9894 1.2870
H 1.2089 -2.7702 1.9484
H -0.8646 -1.6223 2.4127
C 1.4343 3.7531 -1.6710
H 3.2070 -1.7772 -0.7728
H 0.0960 4.3103 -3.4161
H -2.3725 0.9148 0.4274
H -3.1952 -0.6545 0.0639
C 0.0939 4.0982 -2.3175
H 2.1362 4.5865 -1.8375
H 1.3893 -0.7833 -1.8327
C -2.4861 -0.1642 0.7161
O 2.7723 -2.2105 -0.0296
C -2.9898 -0.1990 2.1644
H -0.9115 -0.1991 -1.6788
H 1.4684 3.6314 -0.6036
C -1.0422 -0.7181 0.4737
H 1.8247 2.8781 -2.1856
H -2.7929 -1.0820 2.7777
C -0.4328 -0.6187 -0.7767
C -0.4245 -1.4755 1.4358
H -0.5819 3.2522 -2.3418
C 1.5685 -1.6036 0.1674

As for the total charge: 0. The SMILES is CCc1ccc(O)cc1.CC. The gap between HOMO and LUMO is 9.1717 eV.

Version ii
This record from the OMol25 dataset describes 2 unconnected molecules or ions with the total composition C10H16O. The level of theory is ωB97M-V/def2-TZVPD.

Element x y z (Å)
H 0.6478 4.7145 -0.4626
C -0.3918 2.9407 0.1268
C 0.5017 3.7111 -0.8598
H -0.0018 -1.6976 -3.1105
H 2.0811 0.1353 0.5822
H -2.0797 3.4876 -1.1511
C 1.1976 -1.0575 2.8284
C -0.1658 -1.6562 -1.1900
H 0.0109 3.8406 -1.8244
C 0.8044 -0.7098 -0.9383
C -0.2969 -2.1391 1.1403
C -1.9019 3.0663 -0.1771
O -0.6556 -1.9490 -2.4458
H -1.5599 -3.0677 -0.3232
H 1.4254 -1.9884 3.3463
H 1.4524 3.2304 -1.0712
H 2.0783 -0.4278 2.9536
H -2.3219 2.0879 -0.1072
C 0.6877 -1.2015 1.4337
C -0.7631 -2.3612 -0.1477
H 1.2571 -0.2038 -1.7826
H -0.8144 -2.6348 1.9578
H -0.1970 3.3430 1.1212
H -2.4703 3.6209 0.5713
C 1.2424 -0.5091 0.3611
H -0.1342 1.9007 0.1734
H 0.4292 -0.5920 3.4441

As for the total charge: 0. The SMILES is Cc1ccc(O)cc1.CCC. The gap between HOMO and LUMO is 9.3232 eV.

Which structure loses on stability? version i does.

Version i
This record from the OMol25 dataset describes C23H27N3O2 in the gas phase. The level of theory is ωB97M-V/def2-TZVPD.

Element x y z (Å)
H 2.7753 -0.9460 0.4645
H 0.4041 -4.5000 0.0121
H -4.3278 1.2072 -2.6001
H 0.2023 -3.0836 2.7154
H 4.8959 -2.0883 -0.0400
H -0.9159 -0.5932 1.1728
C 1.5246 1.3965 1.3455
H 6.7981 -0.8143 -0.9606
C -0.2011 2.9584 0.7494
O -0.7101 0.0212 -1.1306
C 5.8682 -0.3129 -0.7347
H 0.0496 3.9259 -1.1425
C 1.6611 2.5899 -0.7237
H 6.5679 1.6083 -1.3673
H -0.1923 1.8122 2.5533
C -3.9917 0.5107 -1.8306
C -3.4138 -2.1437 -0.1987
C 4.5469 1.6885 -0.6783
H 4.4547 2.7521 -0.8460
H -3.0551 -1.1801 -2.8426
C 3.6119 -0.3845 0.0779
C 2.2047 1.6640 0.1606
H -1.0364 -3.8287 -0.7456
O -2.7568 2.2922 -0.6615
C 4.8007 -1.0261 -0.2155
C -2.7544 -0.2666 -2.3296
H 1.9427 0.6926 2.0509
H -4.1468 -1.5427 0.3481
C -1.5456 3.5880 1.0368
C 0.4685 3.2240 -0.4354
H -1.6789 4.4972 0.4491
N -3.2459 1.8060 1.4143
H -1.6668 3.8034 2.0977
C -0.4763 -3.8850 0.1846
C -1.2769 -1.5927 0.9089
C 5.7374 1.0464 -0.9645
H 1.0476 -1.5988 2.2820
H -3.2826 -3.0943 0.3157
N -3.9265 0.9556 0.6120
C 0.3348 2.0339 1.6357
H 2.1619 2.7913 -1.6591
C -2.5564 2.5793 0.6434
C -3.6133 1.2541 -0.6054
C 0.7705 -2.5891 1.9295
H -4.8125 -0.1567 -1.5738
H 1.6780 -3.1618 1.7523
N -2.1417 -1.4639 -0.2530
C -0.0604 -2.4933 0.6531
H -1.8723 -1.9804 1.7368
H -2.1946 0.3540 -3.0311
C -1.7797 -0.5623 -1.1875
H -1.0907 -4.3756 0.9381
H -3.7883 -2.3504 -1.1987
H 0.5352 -2.0196 -0.1332
C 3.4691 0.9817 -0.1505

As for the total charge: 0. The SMILES is CC(C)CN(C)C(=O)CCc1nnc(Cc2ccc(-c3ccccc3)cc2)o1. The gap between HOMO and LUMO is 9.1366 eV.

Version ii
This record from the OMol25 dataset describes C23H27N3O2 in the gas phase. The level of theory is ωB97M-V/def2-TZVPD.

Element x y z (Å)
H 3.6412 -0.2962 1.3505
C -2.0030 -0.3736 -4.9085
H 3.5979 -3.3844 3.2874
H 3.2868 -1.5082 4.9523
H -3.0108 1.9924 5.0848
C -1.1272 0.5255 -7.3814
H -1.1436 -1.5356 -7.9645
C 2.7830 -2.6639 3.2005
C -3.1671 1.1462 4.4129
H 0.4504 -1.6428 2.0433
H 1.9907 -3.3633 1.3307
H -4.1481 1.2271 3.9496
C -1.3536 1.4316 -6.3633
H 1.2578 1.2597 0.7861
C -1.3262 -0.8288 -7.1694
C -0.3147 1.0969 2.2115
N -2.5611 1.2134 2.0950
C -1.7679 -1.2710 -5.9341
O 4.3302 -0.9500 1.1345
C -1.8867 1.6679 -2.8414
H -2.3637 -0.7190 -3.9505
C -2.5797 2.1337 -0.5914
H 2.3764 0.6462 4.0895
C 2.4401 -2.4441 1.7244
H -3.5255 2.9376 -2.3399
C -1.7856 0.9844 -5.1181
H 4.4093 -2.9509 0.9722
H -1.9381 -2.3241 -5.7651
C 1.4065 -1.3190 1.5936
N -2.1901 1.1478 3.3636
O -2.0541 1.9397 -4.1744
H -0.1941 0.3659 -3.0375
H 0.0576 0.0257 -0.6354
H 4.1136 -0.9953 3.4748
C -2.7427 2.3068 -1.9483
C -0.8496 1.0895 3.4849
H 1.9064 -3.0852 3.7015
H -1.2054 2.4898 -6.5120
N 1.9014 -0.1007 2.2114
C -0.7187 0.6848 -0.9890
C -0.8692 0.8576 -2.3516
C 3.1670 -1.3523 3.8784
H 1.6325 1.9335 2.3755
C -1.5625 1.3222 -0.0854
H -0.7897 0.8790 -8.3443
C -1.4505 1.1811 1.3635
H -3.1143 0.2205 4.9899
C 1.1451 1.0972 1.8611
C 3.6700 -2.1526 0.8490
H -0.3794 1.0674 4.4476
H 1.2292 -1.1248 0.5330
H 1.1477 -0.6460 4.1166
C 2.0825 -0.3049 3.6385
H -3.2445 2.6221 0.1033
H 3.3443 -2.1564 -0.2059

As for the total charge: 0. The SMILES is Cn1cc(CN2CCC[C@H](CO)C2)c(-c2ccc(Oc3ccccc3)cc2)n1. The gap between HOMO and LUMO is 8.7078 eV.

Which structure loses on stability? version ii does.